(1)
A 2-piece molecular cluster, C3H8O overall in a non-equilibrium geometry, computed with ωB97M-V/def2-TZVPD.

## Properties
LUMO energy	0.93	eV
max |F|	0.0460	hartree/bohr
SMILES string	[H][H].CCC=O
energy	-5285.2816	eV
relative energy (zero: lowest compared OMol25 entry of this formula, charge and spin)	276.80	kJ/mol
HOMO	-9.780	eV
HOMO-LUMO gap	10.711	eV

Last columns: bonded neighbours and bond lengths (Å).
Element x y z (Å)
1 H -2.025 0.113 0.491  H2 0.752
2 H -1.894 -0.262 1.130  H1 0.752
3 C 0.622 0.623 -1.234  C4 1.521, H7 1.093, H8 1.101, H9 1.092
4 C 0.092 -0.393 -0.234  C3 1.521, C5 1.460, H10 1.094, H11 1.211
5 C 0.136 -0.216 1.215  C4 1.460, O6 1.217, H12 1.104
6 O -0.464 -0.916 2.009  C5 1.217
7 H 1.284 1.339 -0.740  C3 1.093
8 H -0.137 1.202 -1.782  C3 1.101
9 H 1.190 0.071 -1.986  C3 1.092
10 H -0.650 -1.089 -0.636  C4 1.094
11 H 0.987 -1.039 0.263  C4 1.211
12 H 0.860 0.566 1.504  C5 1.104

Atom charges from the natural (NBO) analysis, given in e for atoms 1 to 2:
1 H -0.078
2 H 0.054

***

(2)
An isolated molecule of C7H14 in a non-equilibrium geometry, computed with ωB97M-V/def2-TZVPD.

## Properties
LUMO energy	1.00	eV
max |F|	0.0439	hartree/bohr
SMILES string	C[C@@H]1[C@H](C)C1(C)C
energy	-7483.2515	eV
relative energy (zero: lowest compared OMol25 entry of this formula, charge and spin)	293.60	kJ/mol
HOMO	-7.607	eV
HOMO-LUMO gap	8.603	eV

Last columns: bonded neighbours and bond lengths (Å).
Element x y z (Å)
1 C -1.255 1.785 0.625  C2 1.510, H8 1.102, H9 1.093, H10 1.095
2 C -0.325 1.181 -0.400  C1 1.510, C3 1.502, C5 1.726, H11 1.110
3 C -0.514 -0.232 -0.874  C2 1.502, C4 1.527, C5 1.475, H12 1.090
4 C -1.606 -1.096 -0.247  C3 1.527, H13 1.098, H14 1.093, H15 1.094
5 C 0.748 -0.141 -0.117  C2 1.726, C3 1.475, C6 1.496, C7 1.534
6 C 0.949 -0.840 1.190  C5 1.496, H16 1.096, H17 1.097, H18 1.092
7 C 1.972 -0.105 -1.041  C5 1.534, H19 1.098, H20 1.098, H21 1.100
8 H -2.194 2.140 0.168  C1 1.102
9 H -0.777 2.674 1.044  C1 1.093
10 H -1.534 1.110 1.441  C1 1.095
11 H 0.732 1.477 -0.233  C2 1.110
12 H -0.403 -0.454 -1.935  C3 1.090
13 H -1.331 -2.151 -0.378  C4 1.098
14 H -2.575 -0.945 -0.728  C4 1.093
15 H -1.743 -0.937 0.827  C4 1.094
16 H 1.909 -0.576 1.650  C6 1.096
17 H 0.950 -1.922 1.006  C6 1.097
18 H 0.156 -0.610 1.905  C6 1.092
19 H 1.799 0.546 -1.909  C7 1.098
20 H 2.906 0.217 -0.562  C7 1.098
21 H 2.133 -1.121 -1.432  C7 1.100

Atom charges from the natural (NBO) analysis, given in e for atoms 1 to 2:
1 C -0.636
2 C -0.321